Computed, not measured: a cluster of 5 separate species, C37H75BI3N2O8 in total, with wB97M-V/def2-TZVPD.

Geometry as XYZ:
```
126
Properties=species:S:1:pos:R:3:mulliken_charge:R:1
I 1.56612 -3.29114 2.41836 0.17
I 4.11910 -4.29949 -1.34110 0.13
I -2.17520 -1.67814 -2.10457 0.17
O 0.09758 -7.51798 -1.75232 -0.28
O -0.69620 -5.28802 -4.36469 -0.65
O -2.92438 5.62301 1.71267 -0.23
O 3.18887 -0.58876 -4.19166 -0.35
O -5.20496 1.32274 5.32138 -0.39
O 6.03664 3.30662 -7.30797 -0.41
O 1.76483 2.54151 4.99275 -0.30
O -2.27744 -5.53986 -2.52118 -0.74
N 1.21551 -4.00293 -2.85154 -0.04
N 0.31028 -2.78029 -0.47120 0.36
C -7.50365 0.76353 5.40969 -0.56
C 0.62882 -2.67063 -3.11357 0.00
C -1.49596 -4.82061 1.72694 -0.60
C 5.23820 0.50963 -3.74454 -0.59
C 5.83221 5.50379 -6.45059 -0.51
C -3.87494 5.37035 0.66877 -0.41
C 3.49788 -6.55298 0.72961 -0.66
C 1.47093 -4.69609 0.64741 -1.50
C 4.62492 1.12138 -4.97758 -0.20
C 4.05455 -0.19478 -3.11811 -0.24
C -2.09470 -3.53009 2.49417 -0.70
C -6.10420 0.27825 5.71841 -0.38
C -3.61149 7.69984 0.80762 -0.61
C -4.63956 6.65769 0.45024 -0.58
C 1.09106 -6.45894 -2.06619 -0.99
C -1.09335 -4.79536 0.19605 -0.29
C 1.57220 3.40548 3.81936 -0.45
C 0.21396 4.30878 3.97863 -0.43
C 0.50328 -8.34360 -0.61407 -0.48
C -0.05814 -2.08397 -1.74680 -0.90
C -5.93488 2.28112 4.54302 0.21
C 3.02835 -4.95745 0.42226 -0.45
C 7.27107 5.07332 -6.32763 -0.56
C 7.16458 3.56991 -6.46207 -0.26
C -2.91241 -2.40818 1.65168 -0.23
C -1.10677 3.73265 3.20242 -0.07
C -1.22167 2.08485 3.16478 -0.39
C -3.15261 0.24001 2.42884 -0.55
C 0.43065 -4.92315 -1.94367 -0.46
C -2.87198 7.03674 1.94898 -0.50
C 0.33739 -4.31795 -0.44026 1.80
C 3.62531 0.06387 -5.39200 -0.65
C -7.27253 1.65386 4.21610 -0.59
C -2.16152 -0.91421 1.73252 -0.13
C 5.29433 4.52320 -7.46962 -0.39
C 2.16957 3.30065 6.18943 -0.66
C -2.51004 1.73037 2.20945 0.13
B -0.89209 -5.22069 -2.86453 0.93
H 3.70039 -4.41010 1.26231 0.56
H -0.25272 -9.22995 -0.47845 0.28
H -3.23360 0.03783 3.57677 0.23
H 1.62824 2.80059 2.81141 0.25
H -4.52593 4.53984 0.95672 0.20
H -5.02965 6.75498 -0.56607 0.35
H -1.18930 -0.91860 2.37822 0.13
H -0.29485 -2.35931 0.26397 -0.07
H -1.13796 4.22170 2.13355 0.06
H -3.36404 7.23348 2.90773 0.32
H 2.76339 0.48387 -5.91772 0.31
H 7.85312 5.48270 -7.16171 0.27
H -1.88826 -0.47918 0.68423 -0.14
H 5.31987 5.36456 -5.49119 0.25
H 0.49099 -7.66594 0.34586 0.10
H -0.46577 -6.25914 -4.58670 0.34
H 4.18022 -6.94833 -0.16772 0.24
H -3.94217 -2.20830 2.22777 0.39
H 2.13263 -6.58923 -1.61045 0.13
H -2.17980 1.92314 1.09849 0.25
H -6.05702 3.18297 5.15221 0.32
H -3.24230 -2.69514 0.56863 0.19
H 1.06877 -5.69472 1.17944 0.14
H 7.74539 5.38564 -5.39382 0.32
H 1.25785 -6.57938 -3.24628 0.43
H 4.22715 4.32429 -7.33836 0.26
H 5.35087 1.35216 -5.76130 0.17
H -3.34727 2.53690 2.48269 -0.40
H -5.48308 6.71431 1.14834 0.27
H -2.37570 -5.63590 1.82092 0.43
H -4.04219 8.66587 1.08287 0.34
H -8.06284 2.39214 4.05843 0.37
H -0.66665 -5.30935 2.43705 0.02
H -5.85661 -0.61521 5.13492 0.20
H 1.58454 -8.75922 -0.77664 0.26
H -2.55642 -6.41364 -2.92467 0.31
H 3.49094 0.47953 -2.46465 0.24
H -8.20560 -0.05242 5.22003 0.34
H -7.88644 1.35815 6.24768 0.25
H 5.45999 4.88220 -8.49124 0.29
H -1.94441 -4.15763 -0.34769 -0.04
H 4.10098 2.04708 -4.71130 0.13
H 5.70321 1.23894 -3.07641 0.37
H 6.97328 3.09673 -5.49312 0.12
H -2.05322 4.15696 3.79365 0.10
H -3.31713 5.08212 -0.22853 0.26
H 5.99935 -0.22442 -4.03419 0.28
H 5.70980 6.54601 -6.75600 0.33
H -2.86408 -3.94780 3.31241 0.33
H -1.82990 7.36063 2.01860 0.26
H 8.06328 3.12325 -6.89715 0.30
H 1.53168 -1.94784 -3.41708 -0.29
H -0.06736 4.56691 5.10719 0.24
H 4.15957 -6.64244 1.68952 0.29
H 0.46006 5.36635 3.48183 0.21
H 1.66718 -4.47958 -3.65242 0.41
H -7.18733 1.04355 3.30927 0.25
H -0.24380 1.62725 2.66339 0.12
H 1.33890 -2.50842 -0.38947 0.62
H 2.50099 4.15157 3.79656 0.32
H 4.34873 -1.07565 -2.54020 0.11
H 2.57082 -7.24782 0.88275 0.19
H -0.11205 -2.59196 -4.04689 0.36
H 2.68380 4.32869 5.97057 0.30
H -1.32058 -2.93187 3.18002 0.13
H -1.15916 -5.95620 -0.10336 0.24
H 4.09115 -0.69261 -6.03291 0.30
H -4.19672 0.17448 1.85913 0.29
H -1.30918 1.71764 4.27243 0.19
H -2.93125 7.85551 -0.03818 0.27
H -5.96235 0.05283 6.77895 0.31
H 0.40936 -0.98690 -1.62412 0.76
H -5.36312 2.53997 3.64716 -0.29
H 2.85439 2.63950 6.87037 0.22
H 1.16936 3.55354 6.78788 0.22
```

Properties
- total charge = +1
- max |F| (eV/Å) = 4.12
- LUMO (Ha) = -0.10903
- HOMO level (hartree) = -0.399
- HOMO-LUMO gap (eV) = 7.89
- calculated total energy (eV) = -83907.0211

Computed, not measured: the molecule C10H21O2P, with wB97M-V/def2-TZVPD.

Geometry as XYZ:
```
34
Properties=species:S:1:pos:R:3:nbo_charge:R:1
P 0.05295 0.18616 0.16247 1.65
O -1.62637 0.37686 -0.30005 -0.84
O -3.24576 -0.98400 -0.95736 -0.72
C -1.13495 -2.06079 1.22504 -0.34
C -2.79572 -0.10029 0.03223 0.61
C -0.35447 -1.01565 1.44501 -0.56
C 0.44380 0.02377 -1.74449 -0.65
C 1.96526 0.07650 0.62605 -0.74
C -1.10801 2.89460 0.48932 -0.62
C 0.11370 1.97653 0.55091 -0.72
C 0.26910 -1.36701 -2.40125 -0.62
C -3.64998 0.24498 0.96435 -0.59
C 2.46137 -1.28341 0.52170 -0.62
H 2.25363 0.45689 1.61267 0.20
H -1.39607 2.99425 -0.56371 0.22
H -2.81072 -0.67013 -1.76132 0.47
H 0.66940 1.92822 1.60136 0.23
H -1.57527 -2.71211 1.98610 0.21
H 3.53459 -1.41675 0.60230 0.21
H 1.06700 -2.05259 -2.01253 0.21
H 2.22654 -1.72823 -0.44429 0.19
H -0.72916 -1.88617 -2.21468 0.21
H -1.56529 -2.27298 0.27036 0.21
H -0.17847 0.85429 -2.03376 0.23
H 0.21282 -0.67056 2.50236 0.25
H -4.64294 -0.09410 1.17673 0.22
H -3.32764 0.84687 1.84530 0.20
H -1.94967 2.34318 1.03598 0.22
H 0.94244 2.21106 -0.10145 0.23
H 2.38405 0.73670 -0.14002 0.19
H 0.50969 -1.28882 -3.46733 0.22
H -0.92944 3.80947 1.05384 0.22
H 1.50806 0.27934 -1.92346 0.22
H 2.02328 -1.84364 1.37789 0.21
```

Properties
- relative energy (zero: lowest compared OMol25 entry of this formula, charge and spin) (eV) = 4.4475
- max |F| (eV/Å) = 3.60
- LUMO (Ha) = 0.02892
- HOMO level (hartree) = -0.303
- HOMO-LUMO gap (eV) = 9.03
- calculated total energy (eV) = -24090.7621

Computed, not measured: a cluster of 2 separate species, C20H23F3N4O6S in total, with wB97M-V/def2-TZVPD.

Geometry as XYZ:
```
57
Properties=species:S:1:pos:R:3:nbo_charge:R:1
S -2.85407 1.30035 -4.78427 -0.06
F 3.17344 -1.85119 1.41770 -0.32
F 1.99235 -3.02572 2.87888 -0.33
F 2.99657 -4.03065 1.21735 -0.32
O 0.59626 2.15967 7.60530 -0.61
O 0.17462 -3.05726 5.78578 -0.51
O -1.27300 4.32004 -1.97278 -0.63
O -1.46237 1.58868 3.74448 -0.59
O 2.31636 -2.28440 5.97362 -0.64
O 1.64865 1.69699 -4.24852 -0.63
N 0.79095 0.15722 6.66367 -0.61
N -0.36754 1.93753 5.61278 -0.61
N -0.72364 2.25589 -2.49357 -0.61
N 0.15923 0.90579 -5.71886 -0.61
C -1.79762 0.35429 -3.64743 -0.53
C 0.97867 -2.13958 5.76541 0.74
C 0.32498 1.44385 6.66746 0.77
C -1.20694 -2.35808 -0.92989 -0.19
C 0.25149 -0.68191 2.14386 -0.43
C 1.07459 -2.67998 0.71323 -0.15
C 0.53224 1.24685 -4.47773 0.66
C -0.60254 -1.14170 3.33604 -0.42
C 0.46826 -0.75691 5.64299 0.11
C -0.89321 3.53734 -2.82833 0.68
C 0.12765 -1.65214 0.98626 0.03
C -0.99867 -1.51202 0.15907 -0.22
C 1.02077 1.02763 -6.89469 -0.41
C -0.27677 -0.29071 4.55674 -0.12
C -0.46438 1.05662 -3.30979 -0.14
C -0.63442 4.05693 -4.22968 -0.73
C -0.28104 -3.35936 -1.21076 -0.23
C 0.84531 -3.51647 -0.40135 -0.16
C 2.32347 -2.90111 1.56807 0.98
C -0.74534 1.10586 4.60340 0.63
H -1.66596 -1.04507 3.09230 0.24
H -1.58263 -0.61922 -4.09193 0.23
H -0.96620 5.09278 -4.28305 0.24
H -1.72972 -0.73712 0.37371 0.22
H 1.50902 2.00487 -6.89600 0.22
H -0.81074 2.84105 5.69619 0.45
H 0.43476 4.02197 -4.42991 0.25
H 1.29307 -0.57610 2.45412 0.22
H -0.43720 -4.02505 -2.05510 0.22
H -0.79481 0.60258 -5.85466 0.40
H -0.42227 -2.20371 3.51922 0.24
H -1.17301 3.47394 -4.96847 0.23
H -2.34976 0.18191 -2.72143 0.23
H -3.18190 2.28198 -3.93216 0.15
H 2.74520 -1.42726 5.84854 0.49
H 1.54288 -4.31083 -0.65508 0.23
H 0.43594 0.92180 -7.80926 0.21
H -0.84894 2.09988 -1.50628 0.41
H 0.06390 0.36662 -2.65015 0.24
H -2.09182 -2.24399 -1.54956 0.22
H -0.07438 0.31153 1.81784 0.24
H 1.09769 -0.18136 7.57295 0.44
H 1.79254 0.25642 -6.86631 0.21
```

Properties
- max |F| (eV/Å) = 3.45
- LUMO (Ha) = -0.01716
- HOMO level (hartree) = -0.350
- HOMO-LUMO gap (eV) = 9.05
- calculated total energy (eV) = -58348.7228

Computed, not measured: the ion C10H12FN2 with charge +1, with wB97M-V/def2-TZVPD.

Geometry as XYZ:
```
25
Properties=species:S:1:pos:R:3:nbo_charge:R:1
F -1.70742 -4.43608 1.94956 -0.28
N 1.47651 0.35314 0.01610 -0.54
N -0.56713 -0.30918 -0.40003 -0.31
C -0.23350 0.75143 -1.24564 -0.22
C 1.73262 2.25738 -1.52919 -0.45
C 0.54640 -0.61249 0.37261 0.31
C -0.32076 -2.76560 1.22679 -0.38
C 1.08850 3.45466 -0.80730 -0.56
C -3.02313 -0.89318 -0.08413 -0.41
C 1.02978 1.12855 -0.92065 0.29
C -1.72813 -0.81324 -0.21222 0.41
C 0.68597 -1.69387 1.18503 -0.19
C -0.88728 -3.48549 2.22270 0.31
H 0.06867 3.35502 -0.93390 0.20
H 1.31616 3.36169 0.26582 0.20
H -3.57081 -1.76514 -0.47143 0.27
H -3.58274 -0.25389 0.69357 0.28
H -0.45624 -3.36599 3.24251 0.18
H 1.53820 -1.77935 1.78787 0.24
H 1.37175 4.38687 -1.14426 0.23
H 2.46737 0.40276 0.45584 0.45
H -0.78397 1.10253 -2.12136 0.26
H 2.74232 2.36573 -1.29217 0.24
H -0.67834 -3.15741 0.28251 0.23
H 1.47519 2.41115 -2.53864 0.25
```

Properties
- relative energy (zero: lowest compared OMol25 entry of this formula, charge and spin) (eV) = 2.8835
- total charge = +1
- max |F| (eV/Å) = 6.15
- LUMO (alpha / beta) (Ha) = -0.16743 / -0.16734
- HOMO level (alpha / beta) (hartree) = -0.426 / -0.426
- HOMO-LUMO gap (alpha / beta) (eV) = 7.03 / 7.04
- calculated total energy (eV) = -16251.1185